No. 1
Formula: C9H11O3
Source: OMol25
Level of theory: ωB97M-V/def2-TZVPD

Structure (ORCA input):
```
! RIJCOSX wB97M-V def2-TZVPD def2/J DEFGRID3
* xyz -1 1
C -1.11 4.51 -0.24
C -1.90 3.23 -0.55
O -1.39 2.18 -0.06
O -2.93 3.30 -1.26
H -0.31 4.59 -0.97
H -0.68 4.38 0.74
H -1.72 5.41 -0.36
C 2.70 -3.00 0.65
C -0.96 -0.84 -0.16
C 0.29 -0.31 -0.51
C -1.01 -2.07 0.49
C 1.44 -1.03 -0.28
C 0.18 -2.73 0.81
C 1.42 -2.25 0.42
O -2.11 -0.29 -0.57
H -2.00 0.69 -0.74
H 0.30 0.63 -1.05
H -1.92 -2.58 0.72
H 2.40 -0.67 -0.65
H 0.08 -3.65 1.37
H 3.05 -2.89 1.68
H 3.51 -2.53 0.09
H 2.66 -4.07 0.45
*
```

Results
Strongest force on any atom   0.86 eV/Å
Energy   -575.3516 hartree
Molecular weight   167.18 g mol⁻¹
Relative energy (zero: lowest compared OMol25 entry of this formula, charge and spin)   0.186 eV
Gap between HOMO and LUMO   7.86 eV

Atom charges from the natural (NBO) analysis, given in e for atoms 1 to 2: -0.73 0.77



No. 2
Formula: C6H10N3
Source: OMol25
Level of theory: ωB97M-V/def2-TZVPD

Structure (ORCA input):
```
! RIJCOSX wB97M-V def2-TZVPD def2/J DEFGRID3
* xyz 1 1
C 0.63 -1.84 0.28
C -0.37 -2.65 0.24
C -1.39 -0.81 -0.02
C 0.30 1.69 -1.11
C -0.10 1.77 0.46
C 0.17 -0.45 -0.03
N -1.59 -2.03 0.14
N 0.68 0.20 -1.24
N 0.52 0.63 1.09
H 1.67 -2.14 0.49
H -0.30 -3.72 0.61
H -2.27 -0.06 -0.31
H -0.36 2.02 -1.86
H 1.27 2.21 -1.16
H 0.28 2.77 0.81
H -1.16 1.66 0.62
H 0.44 -0.27 -2.18
H 1.55 0.64 1.30
H 0.04 0.38 1.88
*
```

Results
Strongest force on any atom   4.63 eV/Å
Energy   -398.5405 hartree
Molecular weight   124.17 g mol⁻¹
Structure (SMILES)   C1=C[C@]2(C=N1)NCC[NH2+]2
Relative energy (zero: lowest compared OMol25 entry of this formula, charge and spin)   3.424 eV
Gap between HOMO and LUMO   9.17 eV

Atom charges from the natural (NBO) analysis, given in e for atoms 1 to 2: -0.28 0.01